{"formula": "C22H60O12S9", "method": "the ωB97M-V functional and the def2-TZVPD basis", "elements": ["C", "C", "C", "O", "C", "O", "O", "H", "H", "H", "H", "H", "H", "C", "S", "O", "C", "H", "H", "H", "H", "H", "H", "C", "S", "O", "C", "H", "H", "H", "H", "H", "H", "C", "S", "O", "C", "H", "H", "H", "H", "H", "H", "C", "S", "O", "C", "H", "H", "H", "H", "H", "H", "C", "S", "O", "C", "H", "H", "H", "H", "H", "H", "C", "S", "O", "C", "H", "H", "H", "H", "H", "H", "C", "S", "O", "C", "H", "H", "H", "H", "H", "H", "C", "S", "O", "C", "H", "H", "H", "H", "H", "H", "C", "S", "O", "C", "H", "H", "H", "H", "H", "H"], "positions_angstrom": [[-3.30, 4.05, -9.79], [-2.85, 4.71, -8.46], [-3.93, 5.65, -7.83], [-3.85, 5.32, -6.42], [-3.30, 4.02, -6.31], [-3.30, 3.32, -5.28], [-2.74, 3.66, -7.51], [-2.88, 3.08, -10.06], [-3.09, 4.67, -10.66], [-4.38, 3.89, -9.84], [-1.85, 5.12, -8.57], [-4.90, 5.40, -8.27], [-3.60, 6.66, -8.09], [-0.18, -0.26, -0.78], [-0.92, -1.13, 0.62], [-0.18, -2.45, 0.77], [-0.04, -0.17, 1.93], [-0.56, -0.45, -1.79], [0.90, -0.39, -0.83], [-0.29, 0.82, -0.61], [-0.58, -0.40, 2.85], [-0.11, 0.92, 1.83], [1.02, -0.44, 1.98], [-5.25, -2.18, -8.69], [-4.43, -2.16, -7.03], [-4.53, -3.56, -6.48], [-2.73, -2.04, -7.64], [-6.29, -1.98, -8.46], [-5.14, -3.09, -9.27], [-4.84, -1.39, -9.33], [-2.63, -1.28, -8.42], [-2.55, -3.04, -8.03], [-2.08, -1.89, -6.79], [8.17, -1.56, 1.34], [6.60, -1.69, 2.34], [5.88, -0.39, 2.51], [5.69, -2.67, 1.03], [7.98, -1.37, 0.29], [8.75, -2.48, 1.46], [8.73, -0.71, 1.72], [6.38, -3.48, 0.77], [5.57, -2.07, 0.13], [4.73, -3.07, 1.36], [-1.00, -7.31, -2.35], [0.60, -7.71, -3.16], [0.93, -6.77, -4.26], [1.53, -7.17, -1.67], [-1.85, -7.41, -3.02], [-0.96, -6.24, -2.15], [-1.07, -7.89, -1.43], [2.60, -7.35, -1.82], [1.19, -7.70, -0.79], [1.43, -6.09, -1.59], [3.64, -2.32, 8.36], [3.31, -2.03, 10.16], [1.89, -2.40, 10.50], [4.41, -3.43, 10.81], [3.72, -3.38, 8.11], [4.57, -1.79, 8.16], [2.71, -1.99, 7.90], [5.46, -3.18, 10.71], [4.24, -4.31, 10.19], [4.20, -3.70, 11.85], [1.98, 3.49, 7.87], [3.10, 3.65, 6.38], [2.46, 4.63, 5.39], [4.42, 4.61, 7.26], [1.71, 4.49, 8.22], [2.55, 2.92, 8.59], [1.08, 2.97, 7.55], [4.44, 4.44, 8.34], [4.13, 5.66, 7.25], [5.43, 4.46, 6.89], [-5.03, -3.02, 5.83], [-5.33, -2.17, 7.45], [-6.32, -3.02, 8.24], [-3.73, -2.56, 8.20], [-5.97, -3.30, 5.35], [-4.49, -3.94, 6.06], [-4.39, -2.49, 5.14], [-3.00, -2.03, 7.60], [-3.59, -3.64, 8.31], [-3.71, -1.99, 9.13], [-5.23, 4.83, 4.86], [-3.63, 4.03, 4.54], [-3.94, 2.56, 4.13], [-3.43, 4.89, 2.91], [-5.76, 4.70, 3.91], [-5.17, 5.88, 5.16], [-5.74, 4.20, 5.59], [-2.46, 4.58, 2.52], [-3.62, 5.96, 2.81], [-4.14, 4.47, 2.20], [3.71, 3.66, -9.99], [2.53, 2.33, -9.56], [2.98, 0.94, -10.07], [2.84, 2.26, -7.72], [3.61, 4.52, -9.32], [3.66, 3.97, -11.04], [4.72, 3.26, -9.97], [2.36, 1.35, -7.36], [2.41, 3.07, -7.14], [3.91, 2.03, -7.67]], "mol_weight_g_mol": 805.31, "de_lowest_ev": 1.880, "homo_lumo_gap_ev": 8.8}

---

{"formula": "C22H60O22S7", "method": "the ωB97M-V functional and the def2-TZVPD basis", "elements": ["O", "S", "O", "O", "C", "C", "C", "H", "H", "H", "H", "H", "H", "H", "H", "O", "S", "O", "O", "C", "C", "C", "H", "H", "H", "H", "H", "H", "H", "H", "O", "S", "O", "O", "C", "C", "C", "H", "H", "H", "H", "H", "H", "H", "H", "O", "S", "O", "O", "C", "C", "C", "H", "H", "H", "H", "H", "H", "H", "H", "O", "S", "O", "O", "C", "C", "C", "H", "H", "H", "H", "H", "H", "H", "H", "O", "S", "O", "O", "C", "C", "C", "H", "H", "H", "H", "H", "H", "H", "H", "O", "S", "O", "O", "C", "C", "C", "H", "H", "H", "H", "H", "H", "H", "H", "C", "O", "H", "H", "H", "H"], "positions_angstrom": [[3.11, -2.07, 3.66], [2.06, -1.08, 3.32], [1.55, -0.86, 1.97], [0.83, -1.20, 4.38], [-0.48, -0.95, 3.90], [-1.43, -2.06, 4.28], [2.84, 0.49, 3.80], [-0.58, -0.67, 2.85], [-0.91, -0.09, 4.42], [-1.38, -2.15, 5.36], [-1.19, -3.04, 3.88], [-2.45, -1.87, 3.97], [3.89, 0.51, 3.52], [2.99, 0.58, 4.88], [2.34, 1.36, 3.38], [1.48, 3.99, -2.41], [0.23, 3.82, -3.17], [0.11, 3.04, -4.40], [-0.97, 3.52, -2.14], [-0.78, 2.37, -1.27], [-0.56, 0.99, -1.84], [-0.35, 5.53, -3.63], [-1.64, 2.27, -0.61], [0.20, 2.53, -0.82], [0.40, 1.06, -2.34], [-1.29, 0.67, -2.58], [-0.54, 0.32, -0.98], [0.49, 5.98, -4.15], [-0.42, 5.90, -2.61], [-1.26, 5.47, -4.23], [4.23, 0.49, -1.24], [2.80, 0.62, -1.50], [1.86, -0.47, -1.08], [2.24, 2.03, -0.77], [3.11, 3.09, -0.47], [2.27, 4.04, 0.37], [2.53, 1.21, -3.27], [3.25, 3.67, -1.38], [4.08, 2.89, -0.01], [2.10, 3.60, 1.35], [1.25, 3.90, 0.00], [2.64, 5.06, 0.29], [3.28, 0.71, -3.89], [2.56, 2.29, -3.40], [1.61, 0.78, -3.66], [-5.34, -1.15, 3.15], [-4.65, -0.01, 3.68], [-4.50, 0.17, 5.12], [-3.16, 0.22, 2.90], [-2.70, -0.70, 1.89], [-3.26, -0.43, 0.52], [-5.66, 1.39, 3.13], [-2.95, -1.74, 2.06], [-1.62, -0.74, 1.99], [-3.44, 0.63, 0.31], [-4.14, -1.07, 0.45], [-2.67, -0.80, -0.32], [-6.54, 1.52, 3.77], [-6.01, 1.15, 2.13], [-5.04, 2.28, 3.26], [3.26, -3.57, -1.07], [2.28, -4.68, -1.14], [1.96, -5.60, -0.10], [0.93, -3.90, -1.60], [-0.22, -4.68, -1.94], [-1.25, -4.52, -0.77], [2.78, -5.67, -2.71], [0.04, -5.74, -1.99], [-0.46, -4.27, -2.92], [-1.42, -3.49, -0.45], [-0.92, -5.03, 0.14], [-2.17, -5.03, -1.05], [3.43, -6.49, -2.40], [3.12, -4.95, -3.46], [1.93, -6.20, -3.14], [1.77, -1.48, -5.77], [1.77, -1.57, -4.32], [2.21, -0.44, -3.57], [0.29, -2.08, -3.78], [-0.02, -1.70, -2.47], [-1.46, -1.96, -2.12], [2.70, -3.09, -3.76], [0.19, -0.63, -2.39], [0.57, -2.25, -1.75], [-2.14, -1.34, -2.70], [-1.70, -1.73, -1.08], [-1.75, -3.01, -2.17], [3.72, -2.94, -4.09], [2.18, -3.94, -4.20], [2.76, -3.09, -2.67], [1.39, 3.73, 2.43], [0.16, 4.28, 1.94], [0.21, 5.37, 0.95], [-0.83, 3.12, 1.21], [-1.17, 1.88, 1.91], [-0.29, 0.73, 1.45], [-0.98, 4.88, 3.36], [-2.22, 1.56, 1.86], [-1.04, 1.90, 2.99], [-0.77, -0.22, 1.68], [0.67, 0.71, 1.95], [-0.22, 0.84, 0.37], [-1.36, 3.99, 3.86], [-1.87, 5.29, 2.88], [-0.45, 5.51, 4.07], [-0.12, -1.57, 0.61], [-0.27, -0.36, -0.09], [-0.35, -1.39, 1.66], [-0.82, -2.31, 0.24], [0.92, -1.90, 0.57], [0.61, 0.00, -0.19]], "mol_weight_g_mol": 901.17, "de_lowest_ev": 27.075, "homo_lumo_gap_ev": 8.3}

---

Which formula does entry 2 have? C22H60O22S7